This record from the Open Molecules 2025 dataset describes one molecule with the formula C10H11N7O in a non-equilibrium geometry. The level of theory is ωB97M-V/def2-TZVPD.

Properties
LUMO: 0.01639 Eh
SMILES string: NNc1nc(NCc2ccco2)c2ncnc-2[nH]1
Kohn-Sham gap: 8.31 eV
Relative energy (zero: lowest compared OMol25 entry of this formula, charge and spin): 0.00 kcal per mole

Each line ends with the natural charge from an NBO analysis.
Positions of all 29 atoms, in Å:
N 2.4225 -1.5370 0.8685  -0.4954
N 2.5619 -2.3122 -1.2665  -0.5462
N -1.2153 -0.9522 -0.2469  -0.5695
O 0.2115 2.8301 2.8934  -0.4022
C 3.2169 -2.0190 -0.0650  0.1918
C 1.3351 -1.9536 -1.0339  0.3503
C -0.9850 -1.4360 -1.4332  0.6118
C 0.8206 3.8850 2.2804  0.0762
C 0.6741 3.8077 0.9314  -0.3055
C -0.0009 2.5653 0.6603  -0.3052
C 1.1481 -1.4860 0.3008  -0.1010
C -0.1206 -0.9979 0.5930  0.4497
C -0.2772 2.0280 1.8894  0.2495
N 0.2334 -1.9544 -1.8591  -0.5599
N -2.2094 -2.0147 -3.5663  -0.6615
N -2.1133 -1.4445 -2.2604  -0.4584
N -0.2419 -0.4162 1.8255  -0.5643
C -1.0809 0.7944 2.1022  -0.2701
H 4.2621 -2.1869 0.0886  0.1915
H 1.3700 4.7053 2.7235  0.2114
H 1.0367 4.5498 0.2299  0.2269
H -0.3385 2.1558 -0.3082  0.2333
H 0.3435 -2.0950 -2.8468  0.4293
H -2.9665 -1.5542 -4.1092  0.3794
H -2.3665 -3.0413 -3.4854  0.3597
H -2.9316 -1.0924 -1.7368  0.3990
H 0.6690 -0.4771 2.2519  0.4101
H -1.4781 0.7714 3.1249  0.2238
H -1.9796 0.8780 1.4542  0.2455

Forces on atoms 1 to 6 (eV/Å):
-0.4 0.5 1.1
1.3 -0.1 -0.5
1.8 -0.4 0.8
0.2 -0.2 -0.1
-2.6 0.1 -0.6
-0.8 0.3 1.6